No. 1
This record from the OMol25 dataset describes a 2-piece molecular cluster, C4H13N2Si overall in a non-equilibrium geometry. The level of theory is ωB97M-V/def2-TZVPD.

The highest occupied orbital energy is -11.856 eV. The calculation puts the LUMO energy at -0.197 Eh. As for the net charge: +1. The value obtained for the energy relative to the best compared isomer or geometry (same formula, charge and spin) is 55.6 kcal/mol.

Each line ends with the Löwdin charge.
Geometry (Å):
C -1.91 -3.24 1.05  -0.446
C 2.75 2.33 0.24  -0.156
C -0.01 0.83 0.84  -0.167
C 0.59 1.85 -2.24  -0.186
N -1.14 -2.27 0.96  0.028
N -2.93 -3.34 0.20  0.058
Si 1.12 1.62 -0.43  1.015
H -1.74 -4.12 1.80  0.157
H 2.75 3.40 0.46  0.061
H 3.01 1.82 1.10  0.010
H 3.62 2.19 -0.42  0.059
H 0.09 -0.27 0.79  0.017
H 0.19 1.28 1.83  0.055
H -1.01 1.05 0.61  0.025
H 0.76 1.00 -2.99  0.074
H -0.53 2.13 -2.43  0.087
H 1.21 2.74 -2.48  0.032
H -0.30 -2.26 1.52  0.035
H -3.56 -4.14 0.18  0.104
H -2.95 -2.61 -0.58  0.138


No. 2
This record from the OMol25 dataset describes C5H9O5 as an isolated structure in a non-equilibrium geometry. The level of theory is ωB97M-V/def2-TZVPD.

The highest occupied orbital energy is -14.728 eV. The calculation puts the LUMO energy at -0.145 Eh. As for the net charge: +1. The value obtained for the energy relative to the best compared isomer or geometry (same formula, charge and spin) is 85.8 kcal/mol.

Each line ends with the Löwdin charge.
Geometry (Å):
C 0.59 0.12 -1.46  0.010
C 0.45 1.09 -0.26  -0.242
C 0.50 0.45 1.16  -0.284
C -0.01 -0.97 1.13  -0.125
C -1.27 -1.04 -0.40  -0.019
O -0.76 -1.99 -1.26  0.153
O -0.80 1.67 -0.56  0.010
O -0.34 1.17 2.01  0.067
O 0.91 -1.85 0.70  0.077
O -0.65 -0.62 -1.60  0.042
H 0.68 0.59 -2.41  0.161
H 1.43 -0.44 -1.36  0.117
H 1.27 1.78 -0.64  0.188
H 1.62 0.23 1.39  0.204
H -0.83 -1.18 1.84  0.169
H -2.28 -0.99 -0.39  0.132
H -0.92 2.61 -0.41  0.131
H -0.02 2.04 2.02  0.088
H 0.43 -2.65 0.51  0.119


No. 3
This record from the OMol25 dataset describes the molecule CHF2IS in a non-equilibrium geometry. The level of theory is ωB97M-V/def2-TZVPD.

The highest occupied orbital energy (alpha / beta) is -8.092 / -9.139 eV. The calculation puts the LUMO energy (alpha / beta) at -0.050 / -0.048 Eh. The value obtained for the energy relative to the best compared isomer or geometry (same formula, charge and spin) is 95.0 kcal/mol.

Each line ends with the Löwdin charge.
Geometry (Å):
C -1.15 0.22 0.09  -0.620
F -1.82 0.67 1.17  -0.114
F 1.81 -1.88 -0.24  -0.621
S 2.48 -0.47 0.24  0.342
I 0.56 1.18 -0.51  0.982
H -1.88 0.28 -0.76  0.031


Question: Which value of energy relative to the best compared isomer or geometry (same formula, charge and spin) does entry 3 give?
Answer: 95.0 kcal/mol


Question: Among the records above, which one has the highest energy relative to the best compared isomer or geometry (same formula, charge and spin)?
Answer: CHF2IS


Question: Look up the energy relative to the best compared isomer or geometry (same formula, charge and spin) of the third one.
Answer: 95.0 kcal/mol


Question: What is the formula in the first record?
Answer: C4H13N2Si